(1)
{"formula": "C9H18N3", "method": "wB97M-V/def2-TZVPD", "charge": 1, "gap_ha": 0.3012, "homo_ev": -11.566, "e_lumo_ev": -3.37, "symbols": ["C", "C", "C", "C", "C", "C", "C", "C", "C", "N", "N", "N", "H", "H", "H", "H", "H", "H", "H", "H", "H", "H", "H", "H", "H", "H", "H", "H", "H", "H"], "xyz": [[-2.46691, -1.27482, -0.58438], [-1.17844, -1.59111, -0.11634], [-1.36747, 0.45209, 0.23279], [-1.23238, 1.78853, 0.96096], [2.15147, 0.93386, -1.68414], [-3.80354, 0.84126, -0.42271], [2.21612, -1.96984, 0.56603], [2.39555, 0.31191, 1.27191], [2.15203, -0.43283, -1.04074], [-2.61237, 0.06342, -0.22250], [-0.45994, -0.52190, 0.33089], [2.22704, -0.62698, 0.17322], [-3.30267, -1.87860, -0.86842], [-0.61648, -2.54256, -0.04833], [-0.21523, 2.00757, 1.26088], [-1.61728, 2.57104, 0.33622], [-1.92638, 1.77284, 1.94811], [1.60982, 1.60579, -0.97707], [1.72207, 0.89681, -2.67425], [3.19406, 1.25748, -1.64312], [-4.71507, 0.24069, -0.76531], [-4.08575, 1.46925, 0.47842], [-3.76407, 1.54176, -1.38118], [3.22306, -2.40821, 0.53278], [2.00602, -2.19842, 1.56966], [1.51601, -2.53605, -0.05139], [2.58262, -0.32289, 2.14231], [3.14115, 1.04065, 1.05360], [1.25667, 0.83078, 1.27378], [1.97029, -1.32152, -1.65169]], "forces_ev_per_angstrom": [[1.9, 0.2, 2.1], [0.0, -1.8, -1.2], [-0.4, 1.7, 1.9], [-1.9, -1.0, 1.4], [0.1, -0.6, 2.0], [-2.1, 2.1, -2.0], [0.6, -3.4, -0.2], [-3.9, 1.0, -0.4], [-1.0, 1.9, -3.8], [1.7, -1.2, -0.7], [-2.8, 1.1, -0.5], [1.3, -0.2, 2.4], [-0.1, -0.1, -0.3], [-1.1, 0.3, -0.5], [0.0, 0.0, 0.0], [-0.1, 0.7, -0.2], [1.7, 0.0, -2.2], [0.1, -0.3, -0.8], [0.1, 0.2, -0.1], [0.0, 0.3, -0.5], [1.5, 0.2, 1.1], [0.5, -0.9, -1.1], [0.5, -1.0, 2.1], [0.0, 0.2, -0.7], [-1.0, 0.6, 1.4], [0.4, 0.0, 0.1], [0.0, 0.9, 0.0], [0.6, 0.5, 0.0], [3.3, -1.3, 0.6], [0.2, 0.3, 0.0]], "nbo_charge": [-0.09, -0.09, 0.37, -0.65, -0.69, -0.44, -0.43, -0.44, 0.32, -0.35, -0.55, -0.23, 0.24, 0.20, 0.22, 0.23, 0.24, 0.25, 0.26, 0.26, 0.25, 0.23, 0.22, 0.24, 0.24, 0.23, 0.24, 0.23, 0.27, 0.22]}


(2)
{"formula": "C9H18N3", "method": "wB97M-V/def2-TZVPD", "charge": 1, "gap_ha": 0.2894, "homo_ev": -12.271, "e_lumo_ev": -4.40, "symbols": ["C", "C", "C", "C", "C", "C", "C", "C", "C", "N", "N", "N", "H", "H", "H", "H", "H", "H", "H", "H", "H", "H", "H", "H", "H", "H", "H", "H", "H", "H"], "xyz": [[0.90360, -3.28162, -0.18989], [-4.31799, 1.30858, -3.01255], [2.43359, 3.08624, 1.90332], [1.42576, -3.01120, 1.00056], [-3.41477, 0.64865, -2.35026], [3.12801, 2.04824, 1.70805], [0.91409, -2.17858, 2.15275], [-2.31634, 1.37485, -1.55656], [1.67234, 0.04775, 1.41488], [0.98584, 0.06695, 0.31117], [1.76452, -1.04664, 2.22039], [-0.95471, 0.72223, -1.63834], [1.38031, -3.96091, -0.98280], [-0.04584, -2.80204, -0.47049], [-5.18608, 0.84525, -3.41616], [-4.27775, 2.39126, -2.97512], [2.86236, 4.00941, 2.13810], [1.39019, 3.26174, 1.71867], [2.39452, -3.53277, 1.16350], [-3.38343, -0.34904, -2.16016], [3.95643, 1.46650, 1.83003], [0.95467, -2.69826, 3.14982], [-0.06457, -1.64904, 2.00947], [-2.57316, 1.24823, -0.54436], [-2.07388, 2.32984, -1.95790], [0.47831, -0.80387, 0.12366], [0.92399, 0.78191, -0.39294], [2.52915, -0.96309, 2.92281], [-0.91833, -0.22281, -1.51024], [-0.57085, 0.86221, -2.60941]], "forces_ev_per_angstrom": [[-0.3, 0.0, -1.0], [-0.7, 0.8, 0.1], [-1.3, 0.8, -0.6], [0.8, -2.0, -0.2], [2.0, 2.8, 1.0], [-3.1, -2.8, -0.1], [-0.9, -0.2, -0.2], [1.2, -2.7, -1.8], [2.9, 1.2, 0.7], [-0.6, -1.9, 1.0], [2.4, 4.0, 0.5], [0.6, 3.5, -2.3], [-0.7, 1.2, 1.5], [0.2, -0.5, -0.1], [-0.4, -0.3, -0.5], [-0.1, 0.0, -0.4], [1.3, 1.4, 0.5], [-0.5, -0.7, 0.0], [-0.6, 0.6, 0.4], [-0.3, -3.0, 0.0], [2.1, -0.9, 0.1], [-0.3, 0.4, -1.2], [0.1, -1.5, 0.0], [-0.4, 0.9, 1.5], [-0.7, 1.2, 0.4], [0.1, 0.6, -0.5], [-0.3, 0.5, 0.1], [-1.2, -0.3, -0.7], [-0.6, -3.1, 0.5], [-0.6, -0.2, 1.3]], "nbo_charge": [-0.37, -0.36, -0.45, -0.22, -0.20, 0.10, -0.28, -0.24, 0.45, -0.78, -0.60, -0.87, 0.24, 0.17, 0.21, 0.19, 0.27, 0.27, 0.22, 0.18, 0.22, 0.25, 0.21, 0.20, 0.21, 0.40, 0.46, 0.43, 0.34, 0.36]}


(3)
{"formula": "C9H18N3OS", "method": "wB97M-V/def2-TZVPD", "charge": 1, "gap_ha": [0.3028, 0.2682], "homo_ev": [-12.307, -11.600], "e_lumo_ev": [-4.07, -4.30], "symbols": ["C", "C", "N", "C", "C", "N", "C", "C", "N", "C", "C", "C", "S", "O", "H", "H", "H", "H", "H", "H", "H", "H", "H", "H", "H", "H", "H", "H", "H", "H", "H", "H"], "xyz": [[-1.42707, -1.84818, 1.77348], [-2.08776, -0.91222, 0.69160], [-2.70167, -1.59020, -0.40931], [-2.28312, -0.97499, -1.71408], [-1.56502, 0.36835, -1.23873], [-1.12366, 0.02822, 0.06871], [0.23419, -0.03871, 0.32185], [0.99988, 0.21754, 1.51651], [1.08696, 1.09208, 0.33815], [0.54435, 2.47403, 0.37799], [2.37233, 1.04869, -0.42254], [2.48017, -0.13806, -1.34470], [3.09573, -1.64515, -0.41538], [3.83598, -0.93430, 0.63151], [-0.48610, -2.17562, 1.42402], [-2.16387, -2.56838, 1.87575], [-1.30773, -1.26838, 2.60511], [-2.89547, -0.13882, 1.14780], [-2.51451, -2.63982, -0.35302], [-3.09747, -0.65211, -2.30415], [-1.63515, -1.53157, -2.25938], [-0.84545, 0.74168, -1.94060], [-2.29497, 1.25223, -1.22817], [0.48072, 0.70061, 2.37136], [1.90416, -0.25496, 1.90924], [1.43900, 3.22946, 0.32189], [-0.15487, 2.79101, -0.54508], [-0.17896, 2.51408, 1.28066], [3.03293, 1.05747, 0.43429], [2.42586, 2.03749, -0.99505], [1.49082, -0.29583, -1.93766], [3.33978, 0.05438, -1.98208]], "forces_ev_per_angstrom": [[-1.3, 2.1, -3.4], [-0.7, 1.9, 1.2], [0.5, -2.2, -1.1], [-0.9, 2.9, 3.3], [-2.6, 0.3, -1.0], [2.4, 0.3, 1.1], [-1.8, -1.7, -0.4], [-0.9, 0.6, 2.4], [0.1, 1.9, -1.4], [-1.7, 2.1, -0.3], [-0.4, 1.3, -0.4], [-0.9, -0.5, -0.7], [-1.4, 0.4, -1.2], [1.1, -0.1, 1.5], [0.8, -0.8, -0.4], [-1.0, -1.8, 0.8], [0.3, 1.1, 2.6], [1.6, -1.9, -0.5], [-0.3, 2.1, -0.4], [-1.1, -0.2, -0.6], [1.9, -2.0, -1.5], [1.0, -0.3, -0.1], [0.5, -1.4, 0.4], [0.2, -0.1, -0.6], [-0.1, -0.3, -0.9], [-1.9, -1.4, 0.8], [1.8, -1.3, 1.7], [1.6, 0.4, -1.3], [1.1, 0.0, -0.7], [0.1, -1.6, 0.7], [2.0, 0.1, 0.9], [-0.2, 0.1, -0.5]], "nbo_charge": [-0.61, 0.15, -0.64, -0.21, -0.25, -0.39, 0.28, -0.27, -0.27, -0.45, -0.23, -0.64, 1.00, -0.82, 0.22, 0.24, 0.22, 0.19, 0.39, 0.21, 0.19, 0.22, 0.22, 0.23, 0.27, 0.26, 0.25, 0.25, 0.26, 0.24, 0.25, 0.26]}